Record 1
Computed, not measured: a 34-piece molecular cluster, CH66FN2O36S overall, with the ωB97M-V functional and the def2-TZVPD basis.

The geometry in XYZ format:
```
107
Properties=species:S:1:pos:R:3
O -2.08227 -3.11520 0.03186
C -1.14921 -2.75406 0.95614
N 0.13041 -2.61539 1.50899
N 0.55441 -1.29768 1.43620
S 1.07042 -0.85026 -0.17178
O 0.21786 0.38803 -0.58716
O 2.59507 -0.44289 -0.13172
F 0.92789 -2.09933 -1.34790
O 1.14076 2.92181 0.78513
H 0.82965 2.09164 0.39394
H 1.42023 3.44977 0.02215
O 1.62829 -4.08537 3.14902
H 2.45932 -4.37309 2.74209
H 1.84319 -4.00841 4.09076
O -1.42247 4.45164 1.01970
H -1.86079 4.06445 1.79233
H -0.58558 3.96708 0.95814
O -0.39554 3.69066 3.39253
H 0.43550 3.40295 2.98559
H -0.18063 3.76762 4.33427
O -0.26466 -5.56329 1.10920
H 0.56637 -5.85100 0.70226
H -0.04976 -5.48632 2.05094
O -0.70174 7.24959 2.43055
H -1.38136 7.51531 3.06812
H -0.95285 6.34690 2.18341
O -4.89110 -3.93653 -0.56577
H -4.40785 -4.76935 -0.67470
H -4.20157 -3.25755 -0.61607
O -2.19501 9.56166 3.17106
H -2.46761 10.48340 3.04833
H -1.25044 9.56619 2.95486
O 1.61693 -4.02955 6.11527
H 0.67603 -4.25024 6.18592
H 2.03203 -4.54515 6.82297
O 1.19041 -6.94275 3.42749
H 1.29910 -6.01898 3.15576
H 1.28629 -6.91599 4.39138
O -1.14668 -5.79997 -1.70651
H -0.31564 -6.08769 -2.11344
H -0.93177 -5.72301 -0.76476
O 2.80065 -0.51146 -3.30076
H 3.63169 -0.79917 -3.70769
H 3.01556 -0.43450 -2.35902
O -4.61773 -3.35632 -3.43907
H -5.05605 -3.74351 -2.66644
H -3.78083 -3.84088 -3.50063
O -0.14204 1.77233 -3.45151
H -0.58036 1.38515 -2.67888
H 0.69485 1.28777 -3.51307
O 4.25321 -3.37556 2.79416
H 3.98062 -2.45381 2.67144
H 5.19779 -3.37102 2.57796
O -1.19399 -8.76685 3.44841
H -0.71074 -9.59967 3.33948
H -0.50446 -8.08787 3.39811
O -0.94722 -3.26967 -4.56200
H -1.42811 -2.44919 -4.37610
H -1.05714 -3.79350 -3.75423
O 5.12715 -0.64647 -5.42416
H 5.36810 0.28063 -5.27782
H 4.66981 -0.63738 -6.27841
O 0.44475 5.79913 -0.71038
H 0.81807 6.68064 -0.86060
H -0.48689 5.97111 -0.50681
O 3.30030 -6.40484 7.36980
H 4.13134 -6.69255 6.96286
H 3.51521 -6.32787 8.31154
O -2.42526 1.88926 -0.91422
H -2.18430 2.81637 -0.76788
H -2.88260 1.89836 -1.76847
O -3.05239 -0.41249 2.13981
H -3.82436 -0.98741 2.02799
H -3.27181 0.37715 1.62278
O 6.65494 -2.67948 -4.08113
H 6.30636 -3.58229 -4.13016
H 6.02030 -2.15548 -4.59264
O 4.65147 -2.12354 -7.93325
H 3.98739 -2.59326 -8.45988
H 5.14413 -2.83184 -7.49214
O 1.32690 0.32935 -6.28159
H 0.38599 0.10866 -6.21094
H 1.74199 -0.18625 -5.57389
O -3.69799 7.36506 1.81812
H -3.16635 8.12920 2.08728
H -3.09740 6.61235 1.92626
O 4.49312 -3.86671 5.55547
H 4.86644 -2.98520 5.40525
H 3.56148 -3.69472 5.75904
O 6.82427 -0.88436 -1.48666
H 6.51316 -1.71453 -1.87784
H 7.10374 -0.35640 -2.24964
O -1.58393 6.85362 -2.37333
H -1.11386 6.04970 -2.64116
H -2.21480 7.00651 -3.09279
O -3.50328 10.90405 1.15629
H -3.85186 10.00124 1.10726
H -4.13791 11.42805 0.64478
O -3.80987 9.14426 -1.78187
H -3.74900 9.70481 -2.56996
H -3.01342 8.59392 -1.82405
O -7.71618 -4.46026 0.03193
H -7.98878 -3.53851 -0.09079
H -6.77161 -4.45572 -0.18427
O -4.49852 3.50958 -1.73325
H -4.12520 4.39109 -1.88347
H -5.43017 3.68156 -1.52968
```

Calculated values
Lowest unoccupied orbital energy ... 1.5 eV
Kohn-Sham gap ... 0.249 Eh
Total charge ... -1
Spin multiplicity ... 1



Record 2
Computed, not measured: CH6AlN2O3 as an isolated structure, with the ωB97M-V functional and the def2-TZVPD basis.

The geometry in XYZ format:
```
13
Properties=species:S:1:pos:R:3
Al 0.73814 1.93781 1.07511
O 2.67156 1.47685 3.07608
H 3.14232 2.18026 3.56267
O -0.19637 1.18152 3.55714
H -0.24443 1.82923 4.28541
C -0.46962 -0.70139 -1.68732
O 0.19249 0.15980 -1.11544
N -0.04654 -1.94989 -2.05709
N -1.73756 -0.48643 -2.15876
H -0.68992 -2.70032 -2.21902
H 0.88400 -2.16308 -1.72987
H -2.02946 0.45269 -1.94391
H -2.21459 -1.21705 -2.64500
```

Calculated values
Relative energy (zero: lowest compared OMol25 entry of this formula, charge and spin) ... 0.336 eV
Lowest unoccupied orbital energy ... -9.5 eV
Kohn-Sham gap ... 0.150 Eh
Total charge ... +1
Spin multiplicity ... 1



Record 3
Computed, not measured: CH6BNO as an isolated structure, with the ωB97M-V functional and the def2-TZVPD basis.

The geometry in XYZ format:
```
10
Properties=species:S:1:pos:R:3
B 0.03970 -0.32577 -0.49511
C -1.90034 0.19245 0.28834
N 2.23524 0.30460 0.24863
O 0.79626 0.22314 0.41823
H 0.36249 -1.18556 -1.33309
H -1.57461 0.66237 1.16207
H -2.37391 -0.77862 0.41417
H -2.47076 0.87324 -0.30012
H 2.34964 0.61146 -0.72415
H 2.53630 -0.57731 0.32102
```

Calculated values
Relative energy (zero: lowest compared OMol25 entry of this formula, charge and spin) ... 5.209 eV
Lowest unoccupied orbital energy ... 0.6 eV
Kohn-Sham gap ... 0.354 Eh
Spin multiplicity ... 1



Record 4
Computed, not measured: CH6ClEuNNbO2 as an isolated structure, with the ωB97M-V functional and the def2-TZVPD basis.

The geometry in XYZ format:
```
13
Properties=species:S:1:pos:R:3
O 0.86609 2.18486 2.08873
N 0.12761 1.41537 2.43218
O -1.10264 1.30763 1.54372
C -0.90413 1.05948 0.26157
Nb 0.19328 -0.93516 -0.25833
Cl -1.43983 -1.58633 -1.98148
H -0.36992 1.84990 -0.26680
H -1.88005 0.93422 -0.18941
H -0.77295 -1.88807 1.07513
H 1.22073 -2.37560 -0.69874
H 1.14871 -0.06920 -1.56009
H 1.52170 -0.50762 0.88786
Eu 1.39141 -1.38947 -3.33433
```

Calculated values
Lowest unoccupied orbital energy (alpha / beta) ... -10.8 / -11.9 eV
⟨S²⟩ ... 12.43
Kohn-Sham gap (alpha / beta) ... 0.227 / 0.179 Eh
Total charge ... +2
Spin multiplicity ... 7



Record 5
Computed, not measured: CH6ClNOP4 as an isolated structure, with the ωB97M-V functional and the def2-TZVPD basis.

The geometry in XYZ format:
```
14
Properties=species:S:1:pos:R:3
C 2.05889 1.26494 -0.24713
N 0.37652 -0.67027 -0.98991
O 0.27495 -1.50488 0.20047
P -0.68023 1.71619 -2.52239
P -1.05080 -1.44421 1.04255
P -1.04055 -0.16784 -1.53878
P -2.51143 -0.30708 0.06541
Cl 1.11521 2.35078 -1.02136
H 2.76249 0.71125 -0.83914
H -1.55641 2.36184 -1.65330
H 1.66169 0.80596 0.64408
H -0.64955 -1.02684 2.31671
H -1.23491 -2.80185 1.31850
H -1.54357 -0.97653 -2.60075
```

Calculated values
Relative energy (zero: lowest compared OMol25 entry of this formula, charge and spin) ... 4.270 eV
Lowest unoccupied orbital energy (alpha / beta) ... -0.2 / -0.7 eV
Kohn-Sham gap (alpha / beta) ... 0.270 / 0.264 Eh
Spin multiplicity ... 1



Record 6
Computed, not measured: a 2-piece molecular cluster, CH6IN4 overall, with the ωB97M-V functional and the def2-TZVPD basis.

The geometry in XYZ format:
```
12
Properties=species:S:1:pos:R:3
C -0.03081 0.89507 0.55776
N 0.63255 1.81534 0.82446
N -0.98762 0.23230 0.15276
N -0.81447 -1.90116 -1.53764
N 1.74812 2.15256 1.47907
I 0.18254 -3.26513 -0.41904
H -1.93210 0.21738 0.51565
H -0.89645 -0.60029 -0.40473
H -1.75840 -2.29491 -1.67015
H 2.27131 1.32994 1.85172
H 1.97271 3.08886 1.16604
H -0.38737 -1.66997 -2.51590
```

Calculated values
Relative energy (zero: lowest compared OMol25 entry of this formula, charge and spin) ... 1.374 eV
Lowest unoccupied orbital energy ... -4.2 eV
Kohn-Sham gap ... 0.321 Eh
Total charge ... +1
Spin multiplicity ... 1



Record 7
Computed, not measured: CH6N as an isolated structure, with the ωB97M-V functional and the def2-TZVPD basis.

The geometry in XYZ format:
```
8
Properties=species:S:1:pos:R:3
C -0.69587 0.16665 0.05291
N 0.80526 0.04541 -0.06001
H -0.94944 0.35128 1.06411
H -1.32863 0.58835 -0.67966
H -1.27207 -1.14105 0.11850
H 1.28551 1.03388 0.09276
H 1.24810 -0.20604 -0.97315
H 0.92871 -0.69516 0.69113
```

Calculated values
Relative energy (zero: lowest compared OMol25 entry of this formula, charge and spin) ... 1.923 eV
Lowest unoccupied orbital energy ... -4.4 eV
Kohn-Sham gap ... 0.477 Eh
Total charge ... +1
Spin multiplicity ... 1



Record 8
Computed, not measured: a 2-piece molecular cluster, CH6N2 overall, with the ωB97M-V functional and the def2-TZVPD basis.

The geometry in XYZ format:
```
9
Properties=species:S:1:pos:R:3
N -0.11610 -0.63282 2.55395
H 0.21812 0.26086 2.90809
H 0.37013 -0.70303 1.65740
H -1.06428 -0.47538 2.21248
C 0.10753 0.26006 -2.26315
N -0.12198 0.96464 -1.21668
H -0.69290 0.11089 -2.99659
H 1.08128 -0.20630 -2.43822
H 0.21820 0.42110 -0.41728
```

Calculated values
Relative energy (zero: lowest compared OMol25 entry of this formula, charge and spin) ... 1.714 eV
Lowest unoccupied orbital energy ... 0.7 eV
Kohn-Sham gap ... 0.375 Eh
Spin multiplicity ... 1
SMILES ... C=N.N



Ordered maximum force results: 10.07; 2.97; 4.60; 3.83; 1.55; 3.19; 6.30; 2.88; unit eV/Å.
Ordered total energy results: -92349.5042; -16840.7893; -5345.1640; -40090.4159; -54342.3251; -15185.6266; -2615.5016; -4112.6199; unit eV.